Record 1
A 2-piece molecular cluster, C5H12O2 overall. Source: the OMol25 dataset; level of theory: ωB97M-V/def2-TZVPD.

The geometry in ORCA input format:
```
! RIJCOSX wB97M-V def2-TZVPD def2/J DEFGRID3
* xyz 0 1
C -1.4336 2.2110 -1.0042
C -1.2622 0.7584 -0.7045
C -0.3019 0.2151 0.2450
O -0.9894 -0.3552 1.3315
C 0.9131 -0.5293 -0.1832
C 1.8565 -1.0418 0.8529
O 1.1471 -1.9795 1.6873
H -2.0736 2.3664 -1.8789
H -1.9589 2.6911 -0.1600
H -0.4920 2.7547 -1.1420
H -0.6528 -1.4426 -2.1268
H -2.1814 0.1740 -0.7467
H 0.2181 1.1473 0.6043
H -0.5134 -1.1718 1.5727
H 1.3174 -0.3030 -1.1639
H -0.1685 -1.6400 -1.5663
H 2.3026 -0.2613 1.4951
H 2.6804 -1.5617 0.3458
H 1.5927 -2.0318 2.5419
*
```

Results
ΔE to the lowest compared entry with this formula, charge and spin (kJ/mol): 550.3
Highest occupied orbital energy (spin up / spin down) (eV): -7.7 / -8.0
LUMO level (spin up / spin down) (eV): -0.04 / 0.63
Largest force on an atom (eV Å⁻¹): 1.8
M (g mol⁻¹): 104.1

Record 2
A 2-piece molecular cluster, C5H12O2 overall. Source: the OMol25 dataset; level of theory: ωB97M-V/def2-TZVPD.

The geometry in ORCA input format:
```
! RIJCOSX wB97M-V def2-TZVPD def2/J DEFGRID3
* xyz 0 1
C -1.3897 -2.3220 0.1723
C -0.5631 -1.1341 0.6476
C 0.2618 -0.5068 -0.4817
O -0.5670 0.0442 -1.4823
C 1.2493 0.5621 0.0351
C 0.5161 1.5615 0.8901
O -0.4733 2.1527 0.5043
H -2.0240 -2.0333 -0.6711
H -0.7397 -3.1419 -0.1540
H -2.0296 -2.6996 0.9760
H -1.2307 -0.3660 1.0609
H 0.1081 -1.4427 1.4616
H 0.8437 -1.2947 -0.9755
H -0.9527 0.8503 -1.1014
H 1.6575 1.0792 -0.8423
H 2.0822 0.1219 0.5931
H 0.8757 1.7119 1.9275
H 1.5313 3.4886 -1.4088
H 0.8440 3.3687 -1.1515
*
```

Results
ΔE to the lowest compared entry with this formula, charge and spin (kJ/mol): 171.9
Highest occupied orbital energy (eV): -10.1
SMILES: CC[C@@H](O)CC=O.[H][H]
LUMO level (eV): 0.74
Largest force on an atom (eV Å⁻¹): 0.6
M (g mol⁻¹): 104.1

Record 3
A 2-piece molecular cluster, C5H12O2 overall. Source: the OMol25 dataset; level of theory: ωB97M-V/def2-TZVPD.

The geometry in ORCA input format:
```
! RIJCOSX wB97M-V def2-TZVPD def2/J DEFGRID3
* xyz 0 1
C 2.3994 0.0871 1.5169
C 1.2359 0.8912 0.9455
C 0.2997 0.0579 0.0898
O 0.2131 -1.1474 0.2501
C -0.5288 0.7958 -0.9469
C -1.2132 -0.1294 -1.9478
H 2.0348 -0.7715 2.0859
H 3.0424 -0.2958 0.7173
H 3.0110 0.7141 2.1717
H 0.6159 1.3030 1.7554
H 1.5847 1.7562 0.3700
H 0.1232 1.5229 -1.4469
H -1.2700 1.3989 -0.4014
H -0.5085 -0.8832 -2.3126
H -2.0509 -0.6460 -1.4753
H -1.5881 0.4410 -2.8018
O -2.6215 -1.4044 0.6884
H -1.6838 -1.5955 0.5286
H -3.0954 -2.0949 0.2132
*
```

Results
ΔE to the lowest compared entry with this formula, charge and spin (kJ/mol): 31.5
Highest occupied orbital energy (eV): -9.9
SMILES: CCC(=O)CC.O
LUMO level (eV): 0.87
Largest force on an atom (eV Å⁻¹): 0.5
M (g mol⁻¹): 104.1

Record 4
One molecule with the formula C5H12O2. Source: the OMol25 dataset; level of theory: ωB97M-V/def2-TZVPD.

The geometry in ORCA input format:
```
! RIJCOSX wB97M-V def2-TZVPD def2/J DEFGRID3
* xyz 0 1
C -2.3581 -1.2766 0.0276
C -0.9528 -1.0678 -0.5281
C -0.3099 0.1918 0.0550
O -0.3138 0.1685 1.4698
C 1.1425 0.4038 -0.4029
C 1.6154 1.8126 -0.0762
O 1.9094 -0.5776 0.3074
H -2.3230 -1.3387 1.1179
H -3.0090 -0.4342 -0.2332
H -2.8183 -2.1904 -0.3595
H -0.3167 -1.9323 -0.2972
H -0.9814 -0.9786 -1.6231
H -0.9045 1.0649 -0.2495
H 0.4564 -0.3844 1.6842
H 1.2272 0.2116 -1.4833
H 1.3849 2.0395 0.9692
H 2.6934 1.9227 -0.2437
H 1.1082 2.5495 -0.7065
H 2.7501 -0.1842 0.5720
*
```

Results
ΔE to the lowest compared entry with this formula, charge and spin (kJ/mol): 53.8
Highest occupied orbital energy (eV): -10.0
SMILES: CC[C@@H](O)[C@@H](C)O
LUMO level (eV): 0.84
Largest force on an atom (eV Å⁻¹): 0.3
M (g mol⁻¹): 104.1

Record 5
A 2-piece molecular cluster, C5H12O2 overall. Source: the OMol25 dataset; level of theory: ωB97M-V/def2-TZVPD.

The geometry in ORCA input format:
```
! RIJCOSX wB97M-V def2-TZVPD def2/J DEFGRID3
* xyz 0 1
C 0.1969 -1.8925 -1.7267
C 0.2261 -2.0464 -0.2354
O 1.1848 -1.8746 0.4839
O -0.9914 -2.4151 0.2430
H 1.1912 -1.5934 -2.0988
H -0.5349 -1.1208 -2.0190
H -0.0860 -2.8450 -2.2056
H -0.8747 -2.4915 1.2292
C 0.6544 1.7145 -0.4907
C -0.6032 1.4544 0.3378
C -0.2807 1.2645 1.8195
H 1.1618 2.6253 -0.1306
H 0.4043 1.8491 -1.5565
H 1.3504 0.8639 -0.3974
H -1.3003 2.3065 0.2216
H -1.1121 0.5487 -0.0446
H 0.2114 2.1680 2.2173
H -1.1982 1.0780 2.4026
H 0.4000 0.4066 1.9506
*
```

Results
ΔE to the lowest compared entry with this formula, charge and spin (kJ/mol): 0.0
Highest occupied orbital energy (eV): -10.7
SMILES: CC(=O)O.CCC
LUMO level (eV): 0.78
Largest force on an atom (eV Å⁻¹): 1.3
M (g mol⁻¹): 104.1

Record 6
C5H12O2 as an isolated structure. Source: the OMol25 dataset; level of theory: ωB97M-V/def2-TZVPD.

The geometry in ORCA input format:
```
! RIJCOSX wB97M-V def2-TZVPD def2/J DEFGRID3
* xyz 0 1
C 2.1714 0.0502 0.7354
C 0.9756 0.1170 -0.1668
C -0.0831 -0.9345 -0.0435
O -0.3590 -1.1677 1.3158
C -1.3111 -0.5822 -0.8757
C -1.6504 0.8802 -0.5627
O -0.4865 1.6163 -0.7653
H 2.7529 0.9723 0.6922
H 1.8895 -0.1642 1.7655
H 2.8109 -0.7637 0.3524
H 1.2253 0.3330 -1.2013
H 0.4152 1.5276 1.1860
H 0.4118 -1.8214 -0.4936
H -1.0412 -1.8490 1.3656
H -2.1415 -1.2683 -0.6614
H -1.0605 -0.6830 -1.9388
H -1.9805 0.9414 0.4887
H -2.4724 1.2353 -1.1999
H -0.0163 1.7739 0.3674
*
```

Results
ΔE to the lowest compared entry with this formula, charge and spin (kJ/mol): 540.2
Highest occupied orbital energy (eV): -8.1
LUMO level (eV): -0.13
Largest force on an atom (eV Å⁻¹): 0.3
M (g mol⁻¹): 104.1

Record 7
C5H12O2 as an isolated structure. Source: the OMol25 dataset; level of theory: ωB97M-V/def2-TZVPD.

The geometry in ORCA input format:
```
! RIJCOSX wB97M-V def2-TZVPD def2/J DEFGRID3
* xyz 0 1
C 2.0846 -0.6406 -0.7205
O 1.0593 -0.1253 0.0261
C -0.3080 -0.3502 -0.2870
C -0.7601 -1.8458 -0.4065
C -1.1102 0.5399 0.6900
C -0.8583 2.0636 0.6195
O 0.3642 2.4633 1.1940
H 1.9630 -1.6543 -1.0989
H 2.8598 -1.3451 0.2476
H 2.5958 0.0846 -1.3529
H -0.4500 0.0952 -1.2785
H -0.6499 -2.5424 0.4415
H -0.2738 -2.3468 -1.2550
H -1.8296 -1.8467 -0.6434
H -0.9573 0.2370 1.7348
H -2.1611 0.3778 0.4332
H -0.9480 2.4255 -0.4213
H -1.6406 2.5882 1.1890
H 1.0201 1.8222 0.8882
*
```

Results
ΔE to the lowest compared entry with this formula, charge and spin (kJ/mol): 279.7
Highest occupied orbital energy (eV): -9.8
LUMO level (eV): 0.85
Largest force on an atom (eV Å⁻¹): 5.6
M (g mol⁻¹): 104.1

Record 8
A 2-piece molecular cluster, C5H12O2 overall. Source: the OMol25 dataset; level of theory: ωB97M-V/def2-TZVPD.

The geometry in ORCA input format:
```
! RIJCOSX wB97M-V def2-TZVPD def2/J DEFGRID3
* xyz 0 1
C 1.9342 0.1394 0.5614
C 0.8097 0.0308 -0.4601
O -0.0731 1.1625 -0.5306
C -1.4294 0.7231 -0.5756
C -1.3459 -0.7420 -0.9890
C -0.1041 -1.1678 -0.2163
O -0.3646 -1.2464 1.1752
H 2.5751 1.0068 0.3797
H 1.5628 0.1701 1.5868
H 2.5529 -0.7613 0.4568
H 1.2667 -0.0756 -1.4548
H -1.8924 0.8243 0.4166
H -1.9897 1.3427 -1.2837
H -2.2372 -1.3330 -0.7530
H -1.1510 -0.8197 -2.0647
H 0.3564 -2.0947 -0.5845
H -1.1445 -1.8001 1.3026
H 0.4502 2.4262 1.8559
H 0.2237 2.2145 1.1771
*
```

Results
ΔE to the lowest compared entry with this formula, charge and spin (kJ/mol): 184.0
Highest occupied orbital energy (eV): -9.6
SMILES: C[C@@H]1OCC[C@@H]1O.[H][H]
LUMO level (eV): 0.80
Largest force on an atom (eV Å⁻¹): 0.3
M (g mol⁻¹): 104.1

Record 9
One molecule with the formula C5H12O2. Source: the OMol25 dataset; level of theory: ωB97M-V/def2-TZVPD.

The geometry in ORCA input format:
```
! RIJCOSX wB97M-V def2-TZVPD def2/J DEFGRID3
* xyz 0 1
C 1.2060 0.6258 -1.7672
O 0.5923 0.7868 -0.5105
C 0.2849 -0.4032 0.2298
C 1.5571 -0.8724 0.9227
C -0.8609 0.0067 1.1560
C -2.1830 0.1418 0.3997
O -2.0480 0.8259 -0.8179
H 2.2815 0.4103 -1.6934
H 1.0543 1.5986 -2.2329
H 0.7289 -0.1572 -2.3797
H -0.0809 -1.1668 -0.4785
H 1.9621 -0.0521 1.5248
H 2.3136 -1.1378 0.1751
H 1.4042 -1.7447 1.5674
H -0.5937 0.9564 1.6400
H -0.9870 -0.7432 1.9406
H -2.5829 -0.8592 0.1832
H -2.9277 0.6607 1.0198
H -1.1208 1.1235 -0.8790
*
```

Results
ΔE to the lowest compared entry with this formula, charge and spin (kJ/mol): 116.2
Highest occupied orbital energy (eV): -9.7
SMILES: CO[C@@H](C)CCO
LUMO level (eV): 1.02
Largest force on an atom (eV Å⁻¹): 0.6
M (g mol⁻¹): 104.1

Record 10
A 2-piece molecular cluster, C5H12O2 overall. Source: the OMol25 dataset; level of theory: ωB97M-V/def2-TZVPD.

The geometry in ORCA input format:
```
! RIJCOSX wB97M-V def2-TZVPD def2/J DEFGRID3
* xyz 0 1
C 2.3019 0.8894 0.1318
C 1.0240 0.6329 -0.1275
C 0.0459 0.3310 0.9735
C -1.2889 -0.2208 0.4943
C -1.2272 -1.7332 0.2650
O -1.3365 -2.4537 1.5193
H 3.0388 1.3341 -0.5188
H 2.5465 0.9065 1.1903
H 0.6723 0.6214 -1.1469
H -0.1528 1.1586 1.6291
H 0.5653 -0.3586 1.6554
H -2.1062 -0.0537 1.1896
H -1.5802 0.1665 -0.4861
H -0.2522 -2.0139 -0.1119
H -2.0304 -2.0944 -0.3692
H -0.6407 -2.1058 2.1028
O 0.0113 1.5355 -3.1937
H 0.7808 1.3193 -2.6636
H -0.3717 2.1391 -2.5333
*
```

Results
ΔE to the lowest compared entry with this formula, charge and spin (kJ/mol): 197.8
Highest occupied orbital energy (eV): -10.0
SMILES: C=CCCCO.O
LUMO level (eV): 0.82
Largest force on an atom (eV Å⁻¹): 1.6
M (g mol⁻¹): 104.1

Record 11
A 3-piece molecular cluster, C5H12O2 overall. Source: the OMol25 dataset; level of theory: ωB97M-V/def2-TZVPD.

The geometry in ORCA input format:
```
! RIJCOSX wB97M-V def2-TZVPD def2/J DEFGRID3
* xyz 1 2
C -1.0804 -0.9375 1.0887
C -1.8978 0.0602 0.7259
C -0.3471 -1.7677 0.1076
C 1.1583 -1.2970 -0.1673
C 1.9034 -1.1462 0.9470
H -0.8642 -0.9749 2.1525
H -1.8322 0.9963 1.2805
H -2.5109 -0.1190 -0.1644
H -0.7475 -1.6525 -0.9103
H -0.2006 -2.8555 0.1513
H 1.4831 -1.5182 -1.1937
H 2.3189 -0.1328 1.0985
H 1.8527 -1.8273 1.8133
H -0.5510 3.6532 -0.0836
H -1.1027 2.3584 -0.5749
O -0.7851 2.7645 0.2247
H 1.5320 1.1102 -2.6236
H 0.5002 1.4005 -1.6823
O 1.1710 1.8853 -2.1900
*
```

Results
ΔE to the lowest compared entry with this formula, charge and spin (kJ/mol): 323.1
Highest occupied orbital energy (spin up / spin down) (eV): -13.7 / -13.7
LUMO level (spin up / spin down) (eV): -6.64 / -7.85
Largest force on an atom (eV Å⁻¹): 3.5
M (g mol⁻¹): 104.1

Record 12
One molecule with the formula C5H12O2Se. Source: the OMol25 dataset; level of theory: ωB97M-V/def2-TZVPD.

The geometry in ORCA input format:
```
! RIJCOSX wB97M-V def2-TZVPD def2/J DEFGRID3
* xyz 0 1
C -0.4526 -0.4568 -2.4440
O -0.7074 -0.1766 -1.0775
C 0.3722 0.2068 -0.2526
C -0.2044 0.3780 1.3631
Se -1.1251 -1.2976 1.4803
C -1.9404 -1.0967 3.1661
O 1.1184 1.3440 -0.5932
C 2.2513 1.1819 -1.4972
H -1.4139 -0.7373 -2.7502
H 0.2545 -1.3170 -2.7009
H -0.1093 0.5250 -2.9365
H 1.0505 -0.8014 -0.1255
H -0.9982 1.2367 1.4938
H 0.5754 0.4450 2.0330
H -2.8046 -0.4538 2.8883
H -2.0825 -2.1362 3.3348
H -1.2300 -0.5287 3.7232
H 3.1374 1.3286 -0.8345
H 2.2998 2.0764 -2.2056
H 2.0088 0.2798 -2.0647
*
```

Results
ΔE to the lowest compared entry with this formula, charge and spin (kJ/mol): 28.3
Highest occupied orbital energy (eV): -7.8
SMILES: COC(C[Se]C)OC
LUMO level (eV): 0.90
Largest force on an atom (eV Å⁻¹): 5.6
M (g mol⁻¹): 183.1

Record 13
C5H12O3 as an isolated structure. Source: the OMol25 dataset; level of theory: ωB97M-V/def2-TZVPD.

The geometry in ORCA input format:
```
! RIJCOSX wB97M-V def2-TZVPD def2/J DEFGRID3
* xyz 0 1
C -0.6132 0.5959 -0.4246
C -2.1119 0.5746 -0.4024
C 0.1779 0.0568 -1.5124
O -0.0328 1.7568 0.1819
H -0.2023 2.5381 -0.3625
H -0.2253 -0.3199 0.5279
H -2.4846 0.7207 0.6141
H -0.3565 -0.6436 -2.1512
H 0.7524 0.7813 -2.0908
H -2.4842 -0.3812 -0.7754
H -2.5386 1.3658 -1.0321
H 1.0239 -0.5703 -0.9674
C 0.0586 -1.2457 1.4557
C 2.1134 -0.7472 0.3090
O 2.4384 0.5146 0.6039
O 2.8336 -1.6849 0.3644
H 1.6500 1.0951 0.5204
H 0.2094 -2.2384 1.0460
H 0.7538 -1.0328 2.2604
H -0.9620 -1.1355 1.8351
*
```

Results
ΔE to the lowest compared entry with this formula, charge and spin (kJ/mol): 512.7
Highest occupied orbital energy (spin up / spin down) (eV): -7.8 / -7.6
LUMO level (spin up / spin down) (eV): -0.25 / -0.10
Largest force on an atom (eV Å⁻¹): 0.5
M (g mol⁻¹): 120.1